[1]
{"formula": "C6H17N2", "method": "wB97M-V/def2-TZVPD", "symbols": ["H", "H", "H", "H", "N", "C", "H", "H", "H", "N", "C", "C", "H", "H", "H", "H", "C", "C", "H", "H", "H", "H", "H", "H", "C"], "coordinates": [[-3.364, -0.484, 1.670], [-0.524, -1.358, 0.018], [-3.007, 0.857, -1.756], [0.302, 0.295, 1.954], [3.664, -1.227, -2.306], [0.780, 0.737, 1.061], [2.878, 1.081, 0.689], [-2.385, 1.682, -0.285], [3.560, -1.542, -3.242], [-2.375, -0.425, -0.221], [-0.834, -0.445, -0.585], [0.065, 0.686, -0.236], [-0.760, -0.866, -1.650], [0.785, 1.814, 1.452], [2.531, -0.591, 0.787], [-1.855, -1.490, 1.569], [-3.012, 0.894, -0.656], [-2.398, -0.511, 1.275], [-4.025, 0.860, -0.473], [-0.048, 1.573, -0.869], [-1.998, 0.357, 1.751], [4.403, -1.623, -1.734], [2.741, -1.088, -1.832], [2.581, 0.442, 2.375], [2.294, 0.374, 1.244]], "atomic_forces_ev_per_a": [[-1.953, -0.587, 0.065], [-0.059, 1.222, -0.594], [0.433, 0.342, 0.210], [-0.532, -1.024, -1.188], [-1.255, 1.218, 1.520], [-0.267, 2.507, 1.517], [0.396, 0.493, -0.084], [-0.647, 0.935, 0.291], [0.154, -0.517, -0.413], [1.231, 1.964, 1.005], [0.204, -3.488, -0.271], [-1.577, -0.764, 1.307], [-0.082, 1.498, 1.048], [-0.033, -0.788, -1.212], [-0.160, -0.116, 0.570], [-1.005, 1.760, -0.187], [2.850, -2.322, -1.861], [1.654, -1.867, -0.966], [-2.105, 0.301, 1.344], [0.720, -0.105, 0.126], [1.010, 0.638, 0.379], [-0.556, -0.126, -0.426], [1.633, -0.592, -0.663], [-0.724, -0.298, -2.264], [0.671, -0.283, 0.746]], "e_above_lowest_kcal_mol": 126.77, "fmax_ev_per_a": 4.12, "charge": 1}

[2]
{"formula": "C5H11N2O", "method": "wB97M-V/def2-TZVPD", "symbols": ["H", "H", "H", "H", "H", "H", "C", "C", "C", "H", "O", "C", "H", "C", "N", "H", "N", "H", "H"], "coordinates": [[-2.165, -2.089, -5.020], [0.643, -1.076, -2.122], [1.692, -2.521, -0.508], [-2.903, -0.936, -4.278], [0.484, 2.376, 3.300], [1.846, 1.537, 2.493], [0.102, 0.080, 0.785], [0.829, 1.939, 2.348], [-0.318, 1.009, 1.928], [-0.753, 0.455, 2.783], [-2.061, -1.152, -4.740], [-0.237, 0.049, -0.519], [-1.108, 1.663, 1.514], [1.107, -1.659, -0.187], [0.448, -0.990, -1.108], [-0.839, 0.773, -1.068], [0.920, -0.978, 0.974], [1.441, -1.218, 1.837], [0.871, 2.738, 1.589]], "atomic_forces_ev_per_a": [[0.029, 1.001, 0.235], [-0.701, -0.227, 0.922], [0.095, 0.268, 1.022], [0.814, -0.273, -0.599], [0.508, 0.118, -0.372], [-0.600, -0.229, -0.103], [-1.201, 0.816, 1.279], [-0.469, 0.762, 0.303], [0.181, -0.349, -1.013], [0.322, 0.044, -0.569], [-0.805, -0.736, 0.442], [-0.276, 1.294, -0.952], [0.228, -0.489, 0.337], [0.433, 0.610, 0.032], [-0.274, 0.449, -1.078], [0.252, -0.513, 0.083], [1.978, -2.565, 0.313], [-0.810, 0.230, -0.738], [0.298, -0.210, 0.455]], "e_above_lowest_kcal_mol": 17.42, "fmax_ev_per_a": 3.25, "charge": 1}

[3]
{"formula": "C33H35LaO2P", "method": "wB97M-V/def2-TZVPD", "symbols": ["C", "C", "H", "H", "H", "La", "H", "C", "C", "H", "C", "H", "C", "C", "C", "H", "P", "H", "C", "H", "C", "C", "H", "C", "C", "C", "H", "H", "O", "H", "H", "C", "C", "C", "H", "C", "C", "H", "H", "H", "H", "H", "H", "H", "H", "C", "C", "H", "H", "H", "H", "H", "C", "C", "H", "H", "H", "C", "H", "H", "O", "C", "C", "H", "C", "C", "C", "C", "C", "C", "C", "H"], "coordinates": [[1.959, 3.451, -0.019], [1.673, -1.790, 1.110], [3.585, -0.551, 2.234], [4.525, -3.242, -3.373], [1.639, 4.241, -0.686], [-1.437, -0.195, -0.677], [6.602, -0.096, -1.341], [2.341, -3.879, 2.144], [4.527, -2.417, -2.670], [1.721, -3.375, -1.396], [-5.481, 0.631, 0.357], [-5.871, 0.540, 2.467], [3.340, -2.086, -2.025], [-3.148, -3.739, -0.500], [2.681, 1.359, 1.715], [4.512, 0.523, -0.196], [1.784, -0.587, -0.252], [-0.650, -2.819, 3.339], [-2.899, 2.833, -1.491], [-4.923, 0.923, -1.684], [3.124, 0.311, 2.707], [-0.467, -0.637, 1.753], [-2.480, 4.687, -0.414], [-2.808, 4.358, -1.404], [1.156, -3.866, 2.874], [0.490, -1.729, 1.885], [-2.404, -4.202, -1.152], [-1.279, -0.687, 2.481], [-5.041, -2.666, -1.464], [2.584, 4.759, 1.561], [0.932, -4.679, 3.555], [-4.770, 1.266, -0.670], [2.097, -2.893, -2.302], [2.142, 1.074, 0.442], [-2.604, -3.352, 0.366], [1.795, 2.127, -0.404], [-4.417, 2.060, 1.950], [3.488, -2.846, 0.666], [-4.266, 2.386, 2.973], [-4.415, 2.872, -3.085], [-0.015, 0.361, 1.785], [-3.867, -4.487, -0.175], [-1.004, 2.677, -0.443], [-3.409, 1.415, -3.079], [1.314, 1.927, -1.356], [2.580, -2.836, 1.261], [5.700, -1.714, -2.432], [-3.760, 4.858, -1.627], [-2.952, 3.408, 1.188], [-2.712, 2.931, -3.614], [1.292, -2.266, -2.690], [-2.058, 4.689, -2.127], [2.821, 2.692, 2.086], [-3.837, 2.272, -0.410], [2.303, -3.672, -3.036], [3.848, 0.747, 3.397], [-6.150, -0.183, 0.103], [-1.568, 2.101, -1.209], [2.280, -0.066, 3.291], [3.052, -4.689, 2.244], [-3.053, -1.634, -1.582], [-3.691, 2.655, 0.939], [0.261, -2.820, 2.750], [6.611, -1.990, -2.949], [2.468, 3.732, 1.235], [-5.320, 1.025, 1.671], [3.340, -1.017, -1.116], [4.517, -0.313, -0.885], [-3.403, 2.491, -2.893], [5.697, -0.657, -1.536], [-3.849, -2.619, -1.234], [3.226, 2.913, 3.068]], "atomic_forces_ev_per_a": [[-0.049, -0.075, -0.021], [0.075, -0.113, -0.299], [0.040, 0.031, -0.048], [0.023, -0.001, -0.002], [0.030, -0.006, 0.007], [0.022, 0.790, -0.524], [0.006, -0.008, -0.008], [0.024, 0.121, -0.089], [0.001, 0.045, 0.027], [0.024, 0.029, 0.014], [0.081, 0.092, -0.144], [0.009, 0.009, 0.012], [-0.042, -0.133, -0.064], [0.128, -0.276, 0.180], [0.048, -0.073, -0.084], [-0.001, -0.026, 0.006], [-0.165, 0.162, 0.226], [0.010, -0.006, 0.016], [0.009, -0.270, 0.180], [-0.041, -0.035, 0.014], [0.005, 0.032, 0.000], [0.323, -0.111, 0.249], [0.025, -0.006, -0.058], [0.133, 0.103, 0.042], [-0.109, 0.050, 0.022], [-0.350, 0.185, 0.010], [-0.042, 0.010, -0.023], [0.003, -0.013, 0.026], [-0.243, -0.020, -0.057], [0.001, -0.014, 0.000], [-0.004, 0.003, 0.005], [0.007, -0.188, 0.093], [0.011, 0.017, 0.035], [0.207, -0.031, 0.188], [-0.037, 0.015, 0.007], [-0.109, 0.098, 0.088], [-0.090, -0.119, 0.009], [-0.029, 0.012, -0.004], [-0.010, -0.013, -0.009], [0.044, 0.033, 0.029], [0.058, -0.045, 0.075], [0.023, -0.037, 0.017], [0.070, -0.029, -0.070], [0.032, -0.004, 0.035], [0.005, -0.058, -0.028], [0.038, -0.062, 0.014], [-0.012, 0.014, 0.015], [0.017, -0.084, -0.002], [-0.048, -0.008, 0.030], [-0.032, -0.002, -0.014], [0.024, 0.030, 0.000], [-0.028, 0.051, 0.035], [0.012, 0.061, -0.108], [0.033, -0.021, 0.058], [0.002, 0.006, -0.012], [-0.043, 0.022, 0.028], [0.006, 0.009, -0.011], [-0.314, -0.481, 0.213], [0.008, 0.002, -0.050], [-0.002, -0.002, 0.001], [-0.476, -0.491, 0.089], [-0.001, 0.064, -0.097], [0.022, -0.080, 0.067], [-0.005, -0.001, 0.003], [0.029, -0.002, 0.085], [0.158, 0.166, -0.026], [-0.075, -0.075, 0.101], [0.126, 0.026, -0.078], [-0.019, -0.026, -0.134], [-0.098, 0.011, 0.021], [0.528, 0.712, -0.287], [-0.008, 0.029, -0.017]], "e_above_lowest_kcal_mol": 6.69, "fmax_ev_per_a": 0.95, "charge": -1}

[4]
{"formula": "C6H8N2O2", "method": "wB97M-V/def2-TZVPD", "symbols": ["C", "C", "H", "H", "N", "N", "C", "C", "H", "H", "H", "H", "C", "O", "H", "C", "O", "H"], "coordinates": [[-0.378, -1.768, 0.548], [-0.828, 0.648, -0.621], [1.581, 2.149, -1.140], [2.142, 1.525, 0.459], [0.032, 0.618, 1.398], [-0.406, -2.716, -0.321], [1.353, 1.482, -0.300], [1.022, 0.075, -0.801], [-1.911, 0.706, -0.764], [-1.963, -2.569, 0.967], [-0.855, 0.587, 1.901], [-0.403, 2.651, 0.594], [-0.057, -0.336, 0.281], [-0.034, 0.355, -1.761], [0.255, -2.561, -1.077], [-0.037, 1.657, 0.324], [-1.313, -1.904, 1.484], [1.802, -0.599, -1.170]], "atomic_forces_ev_per_a": [[-1.999, -0.489, -3.007], [-0.368, -0.230, -0.082], [-0.093, -0.174, 0.177], [-0.246, -0.015, -0.136], [0.209, 0.176, 0.110], [1.588, 0.580, 0.360], [0.233, 0.138, -0.033], [0.275, -0.047, 0.121], [0.261, 0.012, 0.008], [1.993, 1.618, 2.256], [0.078, -0.073, -0.084], [0.109, -0.259, -0.098], [1.331, -0.229, 0.690], [-0.075, 0.000, -0.148], [-0.089, 0.095, -0.105], [-0.148, 0.253, 0.066], [-2.836, -1.546, -0.191], [-0.220, 0.189, 0.097]], "e_above_lowest_kcal_mol": 88.42, "fmax_ev_per_a": 3.64, "charge": 0}

> The lowest charge belongs to which entry?

C33H35LaO2P